{
  "formula": "C17H21FN4O4S2",
  "method": "wB97M-V/def2-TZVPD",
  "spin_multiplicity": 1,
  "homo_lumo_gap_ev": 8.8860,
  "relative_energy_kcal_mol": 79.6,
  "charge": 0,
  "lumo_energy_ev": 0.18,
  "total_energy_ha": -2076.41593,
  "smiles": "O=C(Nc1ncc(F)s1)[C@H](CC1CCOCC1)n1cc(S(=O)(=O)C2CC2)cn1",
  "species": ["O", "O", "O", "F", "N", "N", "O", "S", "C", "C", "C", "C", "C", "C", "C", "N", "N", "C", "C", "C", "C", "C", "C", "C", "C", "C", "C", "S", "H", "H", "H", "H", "H", "H", "H", "H", "H", "H", "H", "H", "H", "H", "H", "H", "H", "H", "H", "H", "H"],
  "xyz": [[-1.51, 1.70, -2.21], [2.63, 3.65, 3.50], [4.60, 2.25, 2.99], [0.16, 4.92, -6.74], [2.57, 0.62, -0.42], [1.39, 4.34, -3.34], [-1.19, -3.90, 1.83], [-0.44, 3.11, -4.83], [-0.29, 1.59, -1.87], [3.34, 0.97, 0.63], [0.56, 3.32, -3.38], [1.14, 5.12, -4.45], [0.24, 4.53, -5.41], [1.29, 1.69, 0.91], [2.53, 1.73, 1.45], [0.64, 2.60, -2.19], [1.28, 0.88, -0.24], [-1.78, -2.69, 2.53], [0.05, -3.62, 1.11], [-2.02, -1.62, 1.45], [-0.22, -2.58, 0.02], [1.71, 1.21, 5.42], [0.85, 0.88, 4.23], [-0.75, -1.30, 0.68], [-1.12, -0.21, -0.25], [2.37, 1.04, 4.08], [0.17, 0.39, -1.08], [3.07, 2.30, 3.06], [4.31, 0.53, 0.89], [1.78, 5.97, -4.61], [0.41, 2.15, 1.32], [1.59, 2.33, -1.89], [-2.69, -3.02, 3.05], [-1.08, -2.21, 3.26], [0.45, -4.57, 0.75], [0.77, -3.20, 1.83], [-2.46, -0.83, 1.97], [-2.69, -2.02, 0.74], [0.76, -2.20, -0.51], [-1.00, -2.88, -0.71], [1.93, 0.43, 6.13], [1.93, 2.28, 5.76], [0.31, 1.55, 3.61], [0.47, -0.13, 3.99], [-0.04, -0.88, 1.33], [-1.71, 0.60, 0.18], [-1.87, -0.65, -1.00], [2.92, 0.17, 4.03], [0.57, -0.42, -1.67]]
}